Record 1
C35H52AsOP3RuSe as an isolated structure at a distorted geometry, computed with ωB97M-V/def2-TZVPD.

CARTESIAN COORDINATES (ANGSTROEM)
1 C 0.440029 3.658604 0.315547
2 H 1.359130 3.644212 -0.280692
3 C -2.913211 -0.742092 -1.817840
4 H 1.578321 1.218186 3.046510
5 H -3.622793 -1.091092 0.876481
6 H -2.540643 2.797362 -0.340121
7 C 1.675669 -3.531437 3.361989
8 C -0.268859 -1.992934 -5.006549
9 H -2.783615 0.138066 1.830519
10 H -2.053275 2.719230 1.842101
11 C 2.176882 -4.840835 3.374584
12 H -2.483051 -1.739002 -1.662389
13 C 2.080767 -0.515578 5.097733
14 H -2.485953 2.251017 -2.034675
15 H -1.638663 -4.213518 3.760804
16 H 0.653470 0.435862 -7.190428
17 H 2.673688 -1.914747 1.252924
18 H -2.596821 -0.382002 -2.805689
19 Ru -0.047660 0.154271 -0.112811
20 H -0.436861 -1.770559 -2.873637
21 H -0.847557 3.280132 3.027057
22 H 2.601392 2.054859 1.839174
23 H -2.879422 0.282591 3.752777
24 H -1.027599 0.833565 5.494722
25 C -0.740862 -4.948319 -7.689112
26 C 0.032513 -1.373169 -6.214383
27 H 0.753609 1.756726 -5.066656
28 C 0.708917 -0.320275 4.902668
29 H -1.567186 -3.268906 5.817068
30 C -2.097507 -1.517010 4.659293
31 C -4.497913 -1.538382 6.132440
32 H -0.553501 -3.041176 -4.974170
33 C -2.328179 -2.508756 5.627501
34 As -0.364520 -1.483176 3.747745
35 H -4.005812 -0.807769 -1.775367
36 H 3.885744 0.217389 6.016733
37 C -2.873226 2.017882 -1.034893
38 H -5.431049 -1.547030 6.707698
39 H 2.573973 -1.370771 4.650749
40 C 3.221242 1.150672 -0.962843
41 H 0.500838 4.480500 1.046592
42 C -0.214761 -1.270939 -3.817772
43 H 0.265687 2.444184 6.862539
44 H 3.574164 -1.813314 -1.672950
45 H -0.187598 -0.986646 -1.231641
46 C -3.060690 -0.519667 4.460211
47 C 1.309282 -5.922842 3.546714
48 H 0.123329 -5.598481 -7.507379
49 C 0.124465 0.086275 -3.843285
50 C 2.813725 0.374332 5.891493
51 H 2.739308 2.136297 7.154985
52 C 0.057503 0.727964 5.576613
53 C -0.065237 -5.698974 3.665534
54 P -2.284800 0.362803 -0.510141
55 H 4.118003 -0.928140 0.876624
56 C 2.515500 -1.522648 -1.687948
57 C 3.031510 -0.900440 1.049252
58 H 2.825624 -0.274837 1.924691
59 H 2.971312 1.424201 -1.996509
60 C 0.408690 -0.030089 -6.240405
61 H -3.971122 2.017122 -1.062812
62 H -4.260372 0.579891 0.910448
63 Se 0.134066 1.248141 -2.297631
64 C -4.257027 -0.538626 5.185616
65 P 0.226273 2.069610 1.205084
66 H 3.072898 2.032597 -0.330798
67 H 4.280018 0.859682 -0.912789
68 H 2.242299 -1.152829 -2.685171
69 H -0.406000 3.840608 -0.354825
70 C -0.570214 -4.385551 3.640799
71 C 0.793295 1.621521 6.367035
72 C -3.528758 -2.527880 6.357396
73 H -4.991247 0.246981 5.005516
74 C 2.172085 1.447612 6.524944
75 C 1.642694 2.077149 2.367679
76 H -0.037059 -1.935188 -7.133265
77 H 1.701411 -6.939948 3.592104
78 C -1.133138 2.446636 2.368092
79 H -1.733160 -5.351652 -7.453226
80 H -1.439650 -3.041660 -8.354251
81 C 0.305964 -3.290397 3.516694
82 C -0.583180 -3.711903 -8.182509
83 H 3.251288 -5.002760 3.264646
84 H 2.356016 -2.699905 3.261223
85 P 2.165289 -0.251814 -0.418076
86 C 0.461051 0.706187 -5.061067
87 H -0.759836 -6.537553 3.799894
88 H 0.422373 -3.325812 -8.413998
89 O -0.518294 -0.710911 2.238774
90 H 1.612007 2.991146 2.978810
91 H -1.315566 1.562025 2.983654
92 C -3.352915 -0.031568 0.909582
93 H -3.687218 -3.319606 7.096183
94 H 1.893171 -2.400070 -1.470934

Atoms 1-3, force components in eV/Å:
C 0.067 0.059 0.306
H -0.179 0.009 0.075
C 0.028 0.002 -0.026

Properties
- calculated total energy (eV) = -195790.021
- HOMO energy (alpha / beta) (eV) = -14.14 / -14.86
- 2S+1 = 6
- lowest unoccupied orbital energy (alpha / beta) (eV) = -8.52 / -12.93
- largest force on an atom (Eh/bohr) = 0.0698
- total charge = +3
- energy relative to the best compared isomer or geometry (same formula, charge and spin) (eV) = 0.0000


Record 2
C35H52CoOP4 as an isolated structure at a distorted geometry, computed with ωB97M-V/def2-TZVPD.

CARTESIAN COORDINATES (ANGSTROEM)
1 C -3.719443 -0.365300 -0.200724
2 H -0.759010 -3.534057 -1.124936
3 C 0.110411 2.887965 1.453804
4 C 3.690070 -5.469547 1.194893
5 H -2.543397 0.296441 2.495091
6 C 3.081899 0.926861 -1.956281
7 H -1.552826 -3.481681 -2.736811
8 H 1.784907 4.543912 -4.528277
9 H -1.775553 -3.453861 0.848623
10 C 0.582960 2.343175 2.662336
11 C -2.816356 2.600950 1.324439
12 H -3.454873 0.402946 -0.935236
13 H -2.226983 0.221529 -2.881107
14 H -5.802905 3.880174 0.320958
15 H -1.596313 -1.176172 2.890810
16 C -0.128944 4.274621 1.383427
17 C -2.014052 -0.823437 -3.132555
18 H 4.686959 -1.179749 -0.507349
19 H 2.411686 1.857480 0.938795
20 H -2.350223 2.909389 -2.052520
21 C 0.785857 4.575156 3.597306
22 H 0.676698 1.259502 2.775607
23 H 2.469847 5.270550 -2.238661
24 C -0.021104 -2.675867 4.191569
25 C -2.168463 2.501313 0.076466
26 H 1.612770 4.106166 -0.258962
27 H 3.436734 -2.070863 0.408313
28 H 0.164870 2.654531 -4.798470
29 C 2.931251 0.888596 0.966380
30 H 0.335422 -5.367627 -0.747089
31 P -0.504780 -1.387957 -2.260065
32 H -2.271657 2.370552 2.244362
33 C 1.276926 -5.405475 -0.221464
34 C 0.277525 2.786464 -1.374735
35 C -4.112653 3.099303 1.409271
36 H 1.068728 5.234037 4.419113
37 C 2.162849 -6.444758 -0.406280
38 H -0.582472 -0.668980 4.692008
39 C 0.461582 2.998841 -3.804599
40 C 1.373839 4.047807 -3.649238
41 C 1.252068 3.795880 -1.239725
42 C 0.963038 3.192773 3.707201
43 P -0.450394 1.828853 0.049882
44 C 0.218602 5.116393 2.439307
45 C 1.489092 -4.425899 0.823814
46 H 3.041618 -3.617095 2.103579
47 H 0.044998 6.190280 2.351466
48 Co -0.074562 -0.537937 -0.337577
49 H 4.005106 -7.367970 0.202525
50 H -4.327359 0.119589 0.574151
51 C 0.207748 -1.431935 4.652544
52 H -4.322652 -1.144936 -0.686490
53 H 1.754449 -1.551037 -3.178503
54 H -3.505416 -3.060604 1.143228
55 C 0.772024 -1.243005 -3.573381
56 H 0.466802 -1.921749 -4.386934
57 H -2.876257 -1.427140 -2.824894
58 H -3.370718 -1.273130 2.642158
59 H 1.221723 -1.119955 4.945649
60 H 4.151462 0.778590 -2.185346
61 O 0.552734 -3.674074 1.226344
62 H -1.888449 -0.898796 -4.221790
63 P -2.207789 -1.106977 0.545753
64 H 4.013578 1.062910 1.086163
65 H -2.892464 -3.164482 -0.530027
66 C 3.626455 -1.477435 -0.493345
67 C -2.442315 -0.779288 2.315997
68 H 3.424592 -2.105077 -1.367321
69 H -0.590899 4.707207 0.490969
70 H 2.868881 1.990707 -1.764333
71 C 2.816470 -4.413888 1.408324
72 C 3.356459 -6.507968 0.318419
73 H 1.389214 2.763262 4.616053
74 H 4.637618 -5.480359 1.730094
75 C -4.150390 3.403267 -0.987199
76 C -2.840948 2.924267 -1.079476
77 H 1.911248 -7.231563 -1.111844
78 H -0.812169 1.580771 -2.816507
79 H -4.657697 3.728156 -1.894579
80 C 1.761822 4.448307 -2.370224
81 H -1.010024 -3.035023 3.896723
82 C -4.786241 3.494970 0.251328
83 H 0.781965 -3.408906 4.145050
84 C -2.638377 -2.874705 0.495293
85 H 0.809995 -0.206673 -3.942624
86 C -0.077987 2.380236 -2.675085
87 H 0.231976 -3.650125 -2.605272
88 H 2.490062 0.617455 -2.831711
89 H 0.869577 0.349169 -1.080757
90 H 2.563053 0.339099 1.844697
91 C -0.663392 -3.195602 -2.162839
92 P 2.505282 -0.071919 -0.521789
93 H -4.594998 3.160183 2.384650

Atoms 1-3, force components in eV/Å:
C 0.204 0.359 -0.476
H 0.020 -0.001 -0.322
C 0.197 -0.642 1.177

Properties
- calculated total energy (eV) = -113939.764
- HOMO energy (alpha / beta) (eV) = -15.80 / -16.43
- 2S+1 = 5
- lowest unoccupied orbital energy (alpha / beta) (eV) = -9.61 / -11.10
- largest force on an atom (Eh/bohr) = 0.0727
- total charge = +3